[1]
Density functional theory data (wB97M-V/def2-TZVPD) for C32H43BrN7O2RhS2 as an isolated structure at a distorted geometry.

Geometry as XYZ:
```
88
Properties=species:S:1:pos:R:3:lowdin_charge:R:1
Rh -0.65 -0.65 0.37 0.902
C 1.84 -4.55 -3.14 -0.081
C 0.65 -3.80 -3.73 -0.252
N -0.53 -3.83 -2.87 0.014
C -0.75 -3.06 -1.81 -0.710
S 0.45 -1.84 -1.42 0.728
N -1.82 -3.25 -1.10 0.010
N -2.08 -2.37 -0.13 -0.024
C -3.10 -2.54 0.64 -0.239
C -4.00 -3.73 0.54 0.007
C -3.38 -1.47 1.59 -0.217
C -4.42 -1.52 2.51 0.023
C -4.67 -0.42 3.31 -0.012
C -3.89 0.71 3.17 -0.013
C -2.85 0.68 2.26 -0.093
N -2.60 -0.38 1.50 0.030
H 2.67 -4.53 -3.85 0.084
H 1.58 -5.59 -2.94 0.082
H 2.16 -4.08 -2.21 0.049
H 0.36 -4.24 -4.68 0.124
H 0.91 -2.76 -3.91 0.091
H -1.23 -4.54 -3.04 0.158
H -3.68 -4.37 -0.28 0.076
H -5.03 -3.41 0.37 0.105
H -3.97 -4.31 1.46 0.100
H -5.02 -2.42 2.59 0.123
H -5.48 -0.45 4.03 0.127
H -4.07 1.60 3.76 0.121
H -2.19 1.54 2.12 0.119
Br -0.62 -5.93 2.76 0.826
C -0.50 -4.07 3.06 -0.652
C -0.72 -3.53 4.32 -0.059
C -0.63 -2.15 4.47 -0.008
C -0.36 -1.37 3.36 -0.122
N -0.15 -1.91 2.16 -0.027
C -0.21 -3.23 2.01 -0.180
H -0.94 -4.17 5.16 0.123
H -0.78 -1.69 5.44 0.126
H -0.29 -0.29 3.43 0.106
H 0.00 -3.64 1.02 0.095
C 0.87 4.40 -3.47 0.021
N 0.08 3.22 -3.12 -0.051
N -0.35 2.96 -1.84 0.072
C -0.74 1.64 -1.77 -0.388
O -1.25 1.16 -0.71 -0.118
C -0.51 1.09 -3.06 0.043
C 0.00 2.09 -3.85 -0.253
C 0.43 2.06 -5.27 0.012
C -0.74 3.99 -0.94 -0.190
C -1.43 5.10 -1.41 -0.017
C -1.81 6.09 -0.52 -0.053
C -1.53 5.96 0.83 -0.061
C -0.87 4.84 1.30 -0.058
C -0.47 3.85 0.42 -0.017
H 0.89 5.08 -2.63 0.096
H 0.43 4.91 -4.33 0.108
H 1.89 4.11 -3.71 0.098
H -0.73 0.08 -3.35 0.099
H 0.19 1.10 -5.71 0.094
H 1.50 2.24 -5.37 0.094
H -0.09 2.84 -5.84 0.100
H -1.68 5.19 -2.46 0.122
H -2.35 6.96 -0.89 0.117
H -1.83 6.74 1.52 0.114
H -0.66 4.74 2.35 0.112
H 0.06 2.97 0.77 0.075
C 3.22 0.85 -2.20 -0.088
C 3.87 1.26 -0.88 -0.263
C 2.88 1.67 0.20 -0.286
S 1.69 0.35 0.68 0.825
O 0.78 1.01 1.67 -0.543
C 2.82 -0.75 1.61 -0.311
C 3.15 -0.20 2.99 -0.281
C 3.98 -1.19 3.80 -0.083
H 3.96 0.45 -2.89 0.087
H 2.74 1.72 -2.67 0.065
H 2.45 0.09 -2.05 0.018
H 4.53 2.11 -1.06 0.122
H 4.51 0.45 -0.52 0.102
H 2.23 2.48 -0.14 0.087
H 3.36 1.96 1.13 0.098
H 3.71 -0.88 0.98 0.100
H 2.31 -1.70 1.67 0.071
H 2.22 0.02 3.51 0.092
H 3.70 0.74 2.90 0.109
H 3.48 -2.16 3.88 0.077
H 4.13 -0.80 4.81 0.083
H 4.96 -1.35 3.35 0.084
```

The value obtained for the energy above the lowest of the compared OMol25 structures with the same formula, charge and spin is 76.8 kcal per mole. The net charge is +2. The value obtained for the LUMO energy (alpha / beta) is -7.051 / -6.765 eV.

***

[2]
Density functional theory data (wB97M-V/def2-TZVPD) for one molecule with the formula C6H8N2 at a distorted geometry.

Geometry as XYZ:
```
16
Properties=species:S:1:pos:R:3:nbo_charge:R:1
C 1.80 -0.71 -0.71 -0.260
C 0.86 -1.70 -0.83 -0.213
C 1.39 0.50 -0.19 -0.192
C -0.44 -1.54 -0.44 -0.049
C 0.09 0.71 0.24 0.141
C -0.51 1.91 0.80 -0.649
N -2.08 -0.15 0.52 -0.635
N -0.85 -0.34 0.13 -0.034
H 2.85 -0.72 -0.90 0.221
H 0.95 -2.68 -1.22 0.221
H 2.13 1.20 -0.14 0.216
H -1.20 -2.20 -0.47 0.199
H -1.29 2.38 0.28 0.239
H -1.14 1.57 1.79 0.251
H 0.20 2.63 0.88 0.211
H -2.77 -0.86 0.28 0.332
```

The value obtained for the energy above the lowest of the compared OMol25 structures with the same formula, charge and spin is 61.9 kcal per mole. The net charge is 0. The value obtained for the LUMO energy (alpha / beta) is 0.921 / 0.920 eV.

***

[3]
Density functional theory data (wB97M-V/def2-TZVPD) for C31H25IrN7Se as an isolated structure at a distorted geometry.

Geometry as XYZ:
```
65
Properties=species:S:1:pos:R:3:nbo_charge:R:1
Ir 0.02 -0.31 -0.02 0.859
C 4.16 -1.58 0.11 -0.279
C 4.93 -0.41 0.09 -0.187
C 4.28 0.78 0.01 -0.189
C 2.86 0.85 -0.04 0.364
N 2.13 -0.30 -0.02 -0.438
C 2.80 -1.46 0.06 0.068
N 2.37 2.11 -0.11 -0.522
C 1.13 2.46 -0.15 0.487
N 0.02 1.66 -0.18 -0.615
C -1.09 2.45 -0.16 0.462
N -2.34 2.10 -0.13 -0.520
C -2.82 0.84 -0.07 0.377
C -4.24 0.76 -0.02 -0.232
C -4.89 -0.44 0.06 -0.170
C -4.12 -1.60 0.08 -0.295
C -2.75 -1.48 0.02 0.126
N -2.09 -0.31 -0.05 -0.456
C -0.69 3.85 -0.16 0.001
C -1.41 5.03 -0.14 -0.185
C -0.70 6.22 -0.12 -0.212
C 0.70 6.23 -0.11 -0.211
C 1.42 5.04 -0.12 -0.165
C 0.71 3.86 -0.15 -0.088
H 4.61 -2.56 0.17 0.220
H 6.01 -0.46 0.14 0.210
H 4.79 1.73 -0.01 0.218
H 2.19 -2.35 0.08 0.233
H -4.76 1.71 -0.04 0.225
H -5.97 -0.49 0.11 0.210
H -4.56 -2.58 0.13 0.220
H -2.14 -2.37 0.04 0.221
H -2.49 5.02 -0.12 0.225
H -1.23 7.16 -0.11 0.207
H 1.22 7.17 -0.10 0.207
H 2.50 5.03 -0.10 0.226
Se -0.09 0.71 2.80 -0.484
C -0.07 0.19 4.62 -0.122
C -1.07 0.66 5.47 -0.303
C -0.98 0.42 6.83 0.021
N 0.02 -0.26 7.40 -0.480
C 0.95 -0.75 6.58 0.025
C 0.95 -0.57 5.21 -0.309
H -1.90 1.22 5.06 0.218
H -1.73 0.80 7.51 0.172
H 1.74 -1.32 7.06 0.172
H 1.74 -0.99 4.59 0.215
C 0.09 -3.40 -2.56 -0.621
C 0.04 -4.18 -1.27 -0.130
C 0.02 -5.56 -1.24 -0.189
C -0.02 -6.27 -0.05 -0.325
C -0.05 -5.56 1.15 -0.189
C -0.04 -4.18 1.19 -0.110
C -0.07 -3.40 2.47 -0.631
C 0.01 -3.45 -0.04 0.182
N 0.03 -2.14 -0.04 -0.567
H 0.10 -4.07 -3.42 0.199
H 0.97 -2.76 -2.59 0.212
H -0.78 -2.74 -2.64 0.213
H 0.04 -6.11 -2.18 0.192
H -0.03 -7.35 -0.05 0.194
H -0.09 -6.11 2.09 0.195
H -0.10 -4.06 3.34 0.204
H -0.94 -2.73 2.50 0.225
H 0.81 -2.75 2.55 0.221
```

The value obtained for the energy above the lowest of the compared OMol25 structures with the same formula, charge and spin is 31.6 kcal per mole. The net charge is -1. The value obtained for the LUMO energy (alpha / beta) is 1.516 / 1.516 eV.

***

Number 1: total energy -5259.36376 a.u.. Number 2: total energy -342.83526 a.u.. Number 3: total energy -4085.45973 a.u..